Record 1
ORCA calculation (ωB97M-V with the def2-TZVPD basis set) on a 3-piece molecular cluster, C23H36BN2O6 overall.

Output
**HOMO-LUMO gap**: 5.60 eV
**Charge**: -1

Atoms and positions in Å:
C 1.965 -0.078 2.355
C 0.451 -0.035 2.603
O -0.249 0.982 1.947
C 0.337 2.294 2.136
B 0.499 2.835 3.684
C -0.723 2.400 4.705
C -2.148 2.479 4.152
C -2.475 3.809 3.464
C -3.986 4.116 3.435
C -4.705 3.533 2.207
C -5.315 2.154 2.481
C -6.743 2.281 2.935
O -7.146 1.107 3.632
C -8.384 1.259 4.280
H 2.282 -1.120 2.363
H 2.467 0.409 3.179
H 2.255 0.354 1.406
H 0.032 -0.970 2.226
H 0.265 -0.042 3.676
H -0.328 2.968 1.601
H 1.292 2.366 1.605
H 0.564 4.061 3.642
H 1.568 2.442 4.167
H -0.695 3.091 5.550
H -0.589 1.411 5.146
H -2.852 2.351 4.978
H -2.359 1.671 3.454
H -2.181 3.721 2.425
H -1.921 4.628 3.907
H -4.476 3.682 4.307
H -4.157 5.189 3.486
H -4.029 3.458 1.367
H -5.530 4.202 1.958
H -4.732 1.608 3.212
H -5.304 1.579 1.559
H -7.390 2.389 2.060
H -6.868 3.151 3.584
H -8.472 0.460 5.010
H -9.222 1.164 3.586
H -8.436 2.203 4.821
C 0.856 -0.207 -1.214
C 1.880 0.330 -1.984
C 2.257 -0.281 -3.168
C 1.594 -1.429 -3.568
C 0.574 -1.982 -2.813
C 0.208 -1.363 -1.629
N 1.976 -2.071 -4.830
O 2.893 -1.578 -5.469
O 1.360 -3.062 -5.179
H 0.561 0.278 -0.288
H 2.384 1.229 -1.658
H 3.052 0.134 -3.769
H 0.071 -2.880 -3.140
H -0.588 -1.780 -1.027
C 5.052 -3.781 -6.928
C 5.611 -3.660 -5.663
C 6.530 -4.597 -5.217
C 6.876 -5.644 -6.053
C 6.326 -5.783 -7.314
C 5.407 -4.843 -7.749
N 7.863 -6.632 -5.592
O 8.318 -6.498 -4.470
O 8.170 -7.527 -6.360
H 4.336 -3.045 -7.269
H 5.329 -2.834 -5.026
H 6.967 -4.509 -4.234
H 6.607 -6.610 -7.948
H 4.968 -4.938 -8.733

***

Record 2
ORCA calculation (ωB97M-V with the def2-TZVPD basis set) on C23H36FGeN7O3PdSe as an isolated structure in a non-equilibrium geometry.

Output
**HOMO-LUMO gap (alpha / beta)**: 7.29 / 4.11 eV
**Spin multiplicity**: 5
**Charge**: +4

Atoms and positions in Å:
Pd -0.153 -0.398 0.335
C -6.623 0.967 -3.570
C -5.260 0.867 -4.246
N -4.162 1.097 -3.308
C -3.616 0.020 -2.718
C -2.541 0.090 -1.879
C -1.868 -0.988 -1.063
O -2.325 -1.249 0.062
O -0.728 -1.362 -1.468
C -1.903 1.339 -1.606
O -0.847 1.437 -0.913
C -2.547 2.490 -2.186
C -2.021 3.764 -1.938
C -2.610 4.882 -2.456
F -2.032 6.057 -2.182
C -3.813 4.820 -3.220
C -4.304 3.533 -3.487
C -3.695 2.360 -3.011
N -4.443 5.951 -3.684
C -5.879 6.058 -3.829
C -6.270 6.652 -5.196
N -5.242 7.637 -5.638
C -4.598 8.284 -4.473
C -3.773 7.246 -3.713
H -7.402 0.795 -4.308
H -6.782 1.938 -3.108
H -6.720 0.204 -2.803
H -5.166 1.569 -5.076
H -5.140 -0.139 -4.654
H -4.069 -0.934 -2.950
H -1.144 3.858 -1.314
H -5.179 3.442 -4.108
H -6.256 6.705 -3.026
H -6.364 5.093 -3.700
H -7.231 7.161 -5.096
H -6.371 5.881 -5.962
H -5.666 8.344 -6.253
H -4.517 7.160 -6.189
H -5.371 8.732 -3.847
H -3.937 9.084 -4.807
H -3.596 7.636 -2.704
H -2.796 7.126 -4.192
N -2.702 -0.893 4.797
C -1.513 -0.576 5.298
N -1.332 -0.424 6.594
N -0.458 -0.388 4.500
C -0.176 -0.363 3.302
N 0.343 -0.275 2.238
H -3.484 -1.096 5.402
H -2.826 -1.064 3.811
H -2.078 -0.580 7.258
H -0.425 -0.183 6.971
C 7.253 -1.238 -1.612
Ge 5.792 0.114 -1.467
C 5.376 1.162 -3.096
C 5.985 1.168 0.218
C 3.974 -0.977 -1.019
Se 2.384 0.060 -1.011
C 1.785 -0.260 -2.817
H 8.182 -0.689 -1.760
H 7.086 -1.889 -2.467
H 7.334 -1.827 -0.702
H 6.229 1.806 -3.304
H 4.500 1.792 -2.951
H 5.228 0.530 -3.968
H 6.838 1.832 0.102
H 6.168 0.511 1.063
H 5.085 1.754 0.389
H 4.174 -1.364 -0.023
H 3.919 -1.773 -1.758
H 2.608 -0.128 -3.514
H 0.989 0.448 -3.034
H 1.390 -1.273 -2.889

***

Record 3
ORCA calculation (ωB97M-V with the def2-TZVPD basis set) on the molecule C23H36FN3O.

Output
**HOMO-LUMO gap**: 8.51 eV
**SMILES string**: CC(C)N1CCC(N2CCN(C/C=C/c3ccc(F)cc3)C[C@H]2CCO)CC1

Atoms and positions in Å:
C -7.509 -2.172 0.404
H -6.960 -2.897 1.000
H -7.246 -2.307 -0.641
H -8.571 -2.368 0.528
C -7.192 -0.739 0.836
N -5.874 -0.349 0.355
C -4.747 -0.983 1.008
C -3.492 -0.797 0.157
H -2.652 -1.303 0.639
H -3.664 -1.249 -0.820
C -3.196 0.701 -0.006
N -2.018 1.071 -0.765
C -1.837 0.491 -2.078
H -2.810 0.249 -2.503
H -1.368 1.250 -2.713
C -0.939 -0.755 -2.104
N 0.324 -0.431 -1.479
C 0.099 -0.056 -0.097
H -0.394 -0.872 0.465
H 1.062 0.152 0.370
C -0.762 1.212 -0.048
H -0.999 1.432 0.998
C 0.023 2.403 -0.629
C 0.983 3.049 0.364
H 0.473 3.215 1.324
O 2.121 2.229 0.554
H 2.685 2.627 1.225
H 1.299 4.027 -0.028
H 0.593 2.060 -1.491
H -0.695 3.158 -0.951
C 1.326 -1.471 -1.606
C 2.648 -0.942 -1.152
C 3.541 -1.626 -0.443
C 4.824 -1.107 0.013
C 5.850 -1.995 0.341
C 7.082 -1.539 0.769
C 7.282 -0.176 0.880
C 6.282 0.733 0.581
C 5.058 0.263 0.150
H 4.263 0.961 -0.062
H 6.472 1.790 0.692
F 8.482 0.282 1.303
H 7.880 -2.221 1.018
H 5.681 -3.058 0.249
H 3.342 -2.661 -0.190
H 2.832 0.081 -1.445
H 1.392 -1.734 -2.670
H 1.061 -2.388 -1.048
H -1.436 -1.603 -1.598
H -0.757 -1.039 -3.145
C -4.443 1.362 -0.606
H -4.281 2.437 -0.692
H -4.635 0.961 -1.601
C -5.660 1.080 0.271
H -6.546 1.541 -0.174
H -5.500 1.537 1.266
H -3.056 1.125 0.997
H -4.954 -2.049 1.117
H -4.561 -0.561 2.013
C -7.406 -0.575 2.348
H -6.775 -1.263 2.904
H -8.444 -0.783 2.596
H -7.176 0.442 2.660
H -7.898 -0.077 0.319

***

Record 4
ORCA calculation (ωB97M-V with the def2-TZVPD basis set) on C23H36I2N3S4SiV as an isolated structure in a non-equilibrium geometry.

Output
**HOMO-LUMO gap (alpha / beta)**: 7.09 / 6.57 eV
**Spin multiplicity**: 4
**Charge**: +1

Atoms and positions in Å:
V 0.206 -1.171 -0.348
C 3.866 0.220 -0.170
C 3.604 1.713 -0.050
S 2.287 2.042 1.144
C 1.507 3.515 0.450
C 0.891 3.342 -0.932
S -0.095 1.820 -1.001
C -0.924 1.988 -2.598
C -0.257 1.160 -3.690
S -0.068 -0.595 -3.237
C 1.698 -0.844 -3.577
C 2.636 -0.077 -2.659
S 2.591 -0.775 -0.990
H 4.003 -0.237 0.812
H 4.784 0.043 -0.732
H 3.339 2.133 -1.020
H 4.526 2.200 0.274
H 2.213 4.347 0.433
H 0.733 3.755 1.181
H 1.659 3.321 -1.707
H 0.234 4.187 -1.144
H -0.941 3.041 -2.883
H -1.962 1.682 -2.463
H 0.732 1.556 -3.920
H -0.851 1.190 -4.604
H 1.889 -0.573 -4.615
H 1.860 -1.920 -3.486
H 2.367 0.980 -2.624
H 3.661 -0.169 -3.024
I -1.320 -4.125 -3.175
C -2.738 -3.784 -1.657
I -2.564 -1.933 -0.618
H -2.661 -4.562 -0.909
H -3.719 -3.756 -2.116
C 0.352 -0.231 3.863
C 0.677 -0.540 2.557
N -0.174 -0.360 1.537
C -1.366 0.182 1.813
C -1.804 0.480 3.096
C -0.915 0.251 4.141
C -3.204 0.861 3.360
C -3.997 1.686 2.680
C -3.624 2.594 1.581
C -4.541 2.893 0.576
C -4.127 3.757 -0.421
N -2.922 4.325 -0.413
C -2.146 4.006 0.615
N -2.414 3.159 1.599
H 1.075 -0.399 4.648
H 1.635 -0.970 2.305
H -2.018 0.380 0.971
H -1.217 0.449 5.162
H -3.653 0.326 4.191
H -5.044 1.716 2.960
H -5.532 2.460 0.571
H -4.781 4.014 -1.247
H -1.186 4.507 0.662
C 2.090 -3.451 1.995
Si 1.017 -3.476 0.417
C 2.187 -4.304 -0.843
C -0.269 -4.822 0.834
H 2.502 -4.451 2.159
H 1.519 -3.185 2.888
H 2.941 -2.765 1.921
H 2.299 -5.368 -0.616
H 3.181 -3.851 -0.804
H 1.835 -4.227 -1.874
H 0.208 -5.616 1.416
H -0.659 -5.295 -0.066
H -1.109 -4.446 1.426

***

Record 5
ORCA calculation (ωB97M-V with the def2-TZVPD basis set) on C23H36LaN5O4 as an isolated structure in a non-equilibrium geometry.

Output
**HOMO-LUMO gap**: 5.69 eV

Atoms and positions in Å:
La -6.814 -10.497 10.601
N -6.448 -12.297 8.558
C -5.337 -11.743 7.721
C -4.010 -11.652 8.444
N -4.125 -11.085 9.882
C -3.477 -9.726 9.894
C -4.060 -8.839 8.786
N -5.569 -8.745 8.849
C -3.544 -12.013 10.868
C -4.093 -11.810 12.287
N -5.571 -12.078 12.253
H -6.212 -13.168 9.039
H -7.295 -12.475 7.978
H -5.575 -10.755 7.313
H -5.196 -12.368 6.834
H -3.270 -11.066 7.830
H -3.606 -12.648 8.603
H -2.373 -9.847 9.733
H -3.563 -9.349 10.941
H -3.680 -9.067 7.784
H -3.618 -7.829 8.947
H -6.033 -8.762 7.886
H -5.963 -7.937 9.386
H -2.436 -11.981 10.875
H -3.801 -13.034 10.595
H -3.941 -10.802 12.752
H -3.574 -12.601 12.871
H -6.033 -11.773 13.103
H -5.789 -13.045 12.189
C -8.969 -11.785 12.961
C -9.329 -12.900 12.166
C -9.597 -12.386 10.851
C -9.529 -10.931 10.834
C -9.145 -10.580 12.183
C -9.496 -9.270 12.857
C -10.097 -10.124 9.669
C -10.013 -13.193 9.647
C -9.270 -14.297 12.599
C -8.493 -11.775 14.398
H -8.759 -8.934 13.594
H -10.461 -9.412 13.379
H -9.602 -8.466 12.144
H -11.149 -9.812 9.758
H -10.000 -10.682 8.731
H -9.535 -9.173 9.631
H -10.191 -14.253 9.832
H -9.222 -13.107 8.849
H -11.002 -12.820 9.248
H -9.209 -14.961 11.717
H -10.107 -14.655 13.226
H -8.345 -14.502 13.217
H -7.827 -10.897 14.494
H -7.989 -12.692 14.727
H -9.345 -11.691 15.071
O -9.008 -2.876 10.180
C -8.360 -3.451 11.077
O -7.850 -2.924 12.095
C -8.194 -4.946 10.943
C -8.707 -5.667 9.794
C -8.408 -7.027 9.710
N -7.699 -7.743 10.593
C -7.220 -7.092 11.649
C -7.436 -5.684 11.856
C -6.503 -7.860 12.667
O -6.418 -7.257 13.737
O -6.091 -9.106 12.445
H -9.359 -5.172 9.051
H -8.762 -7.600 8.892
H -6.894 -5.279 12.730

***

Record 6
ORCA calculation (ωB97M-V with the def2-TZVPD basis set) on a 3-piece molecular cluster, C23H36N3O5S overall.

Output
**HOMO-LUMO gap**: 6.39 eV
**Charge**: +1

Atoms and positions in Å:
C 3.957 -1.293 1.551
C 2.821 -0.507 1.240
C 2.894 0.590 0.438
C 1.667 1.403 0.119
C 0.589 1.367 1.197
C -0.651 2.196 0.824
C -1.933 1.387 0.647
S -2.201 0.551 -0.940
C -0.900 -0.592 -1.011
N -0.379 -1.335 -0.099
N 0.603 -2.098 -0.728
C 0.578 -1.757 -1.960
O -0.350 -0.816 -2.234
C 4.173 0.905 -0.115
C 4.356 1.974 -0.984
N 5.552 2.256 -1.484
C 6.673 1.535 -1.192
C 6.574 0.477 -0.365
C 5.325 0.116 0.198
C 5.191 -0.992 1.049
H 3.838 -2.149 2.201
H 1.879 -0.814 1.675
H 1.272 1.062 -0.844
H 1.950 2.450 -0.008
H 1.031 1.747 2.119
H 0.270 0.347 1.383
H -0.857 2.893 1.638
H -0.476 2.808 -0.062
H -2.058 0.674 1.460
H -2.786 2.065 0.682
H 1.166 -2.171 -2.761
H 3.542 2.610 -1.295
H 5.638 3.045 -2.108
H 7.595 1.855 -1.649
H 7.447 -0.112 -0.126
H 6.057 -1.593 1.287
C 0.309 -3.161 2.830
O 0.471 -2.119 3.779
C -0.678 -1.919 4.592
C -0.525 -2.551 5.956
O -0.457 -3.963 5.874
C 0.850 -4.485 6.012
H 1.285 -3.351 2.383
H -0.053 -4.083 3.290
H -0.383 -2.857 2.037
H -1.566 -2.320 4.095
H -0.815 -0.840 4.714
H -1.398 -2.294 6.563
H 0.364 -2.152 6.455
H 1.213 -4.366 7.038
H 1.551 -4.001 5.326
H 0.800 -5.547 5.780
C -3.265 1.105 -4.537
O -3.731 2.154 -5.361
C -4.822 1.783 -6.189
C -6.143 2.254 -5.624
O -6.450 1.608 -4.399
C -6.204 2.405 -3.257
H -2.556 1.536 -3.832
H -4.081 0.636 -3.981
H -2.752 0.339 -5.131
H -4.845 0.697 -6.324
H -4.668 2.243 -7.169
H -6.939 2.015 -6.335
H -6.122 3.340 -5.489
H -6.924 3.228 -3.191
H -5.191 2.818 -3.264
H -6.324 1.765 -2.385